{
  "formula": "C49H80BCl2I3N3O20P2",
  "method": "wB97M-V/def2-TZVPD",
  "symbols": ["I", "I", "I", "Cl", "Cl", "P", "P", "O", "O", "O", "O", "O", "O", "O", "O", "O", "O", "O", "O", "O", "O", "O", "O", "O", "O", "O", "O", "N", "N", "N", "C", "C", "C", "C", "C", "C", "C", "C", "C", "C", "C", "C", "C", "C", "C", "C", "C", "C", "C", "C", "C", "C", "C", "C", "C", "C", "C", "C", "C", "C", "C", "C", "C", "C", "C", "C", "C", "C", "C", "C", "C", "C", "C", "C", "C", "C", "C", "C", "C", "B", "H", "H", "H", "H", "H", "H", "H", "H", "H", "H", "H", "H", "H", "H", "H", "H", "H", "H", "H", "H", "H", "H", "H", "H", "H", "H", "H", "H", "H", "H", "H", "H", "H", "H", "H", "H", "H", "H", "H", "H", "H", "H", "H", "H", "H", "H", "H", "H", "H", "H", "H", "H", "H", "H", "H", "H", "H", "H", "H", "H", "H", "H", "H", "H", "H", "H", "H", "H", "H", "H", "H", "H", "H", "H", "H", "H", "H", "H", "H", "H"],
  "xyz": [[-1.7646, -3.0669, 1.1883], [-1.3106, 0.6656, 4.4884], [-1.7696, -1.2912, -1.7627], [-0.0804, 3.9085, 1.1102], [4.4680, 3.6893, -0.8265], [-3.0871, 3.6076, -3.5132], [-3.2970, 0.7452, 1.0326], [-5.2453, -0.5065, -2.6974], [-3.9497, 0.4828, 2.4753], [-0.8606, -2.7938, 7.8140], [0.2090, -3.4973, 5.9709], [-2.5269, 4.2790, -4.6824], [7.1145, 2.7227, 1.9397], [1.6435, -1.1260, -3.8789], [4.7148, 0.4927, 3.9709], [-7.5236, -4.2118, -2.4756], [-4.6735, 3.8622, -3.4083], [-4.0532, -2.0494, -3.8041], [-2.4333, 4.1527, -2.1402], [-3.5512, 2.1643, 0.7285], [5.7844, -1.4521, 3.6274], [7.6406, 4.4705, 3.2477], [0.4293, -2.4834, -8.4730], [1.0867, 3.2233, 3.5132], [-1.6194, -2.4770, -7.5470], [-7.3337, -6.4024, -2.0249], [-4.1651, -0.1717, 0.0532], [2.0565, 1.0395, 3.1512], [0.6922, 0.3252, -0.5937], [-0.8423, 1.4591, 1.5737], [1.1876, -0.3629, -7.7970], [1.2714, -1.1906, -2.7457], [2.7563, 1.7265, 0.2601], [3.7608, 2.0444, -0.9076], [-7.2277, -5.0916, -1.7159], [3.1772, -1.6807, 1.6314], [7.1462, -1.9198, 3.7016], [0.0989, -3.4931, 7.1651], [-6.7519, 3.5381, -2.1830], [7.2263, 4.9538, 0.9849], [1.6368, -1.7150, -8.3258], [1.1855, -0.7929, 0.3193], [4.9704, 1.0588, -0.7477], [-0.5395, -1.9748, -7.6759], [5.7425, -0.1280, 3.8882], [-5.2067, -1.4324, -3.4650], [0.1538, -4.1639, 9.4320], [-6.3704, -2.0430, -4.2063], [-2.6235, 1.8302, -3.6387], [7.7177, 5.9017, 3.0947], [2.5579, -1.4950, 0.2048], [1.3270, 0.1183, -1.9178], [-1.4791, -1.0251, 1.8644], [7.3212, 3.8994, 2.0665], [1.1005, 3.5840, -1.8849], [-1.4136, -2.2886, 4.0717], [-0.0319, -0.7379, -6.9659], [-1.2894, 1.6621, -2.8239], [-1.4037, -1.0357, 3.2070], [-5.7911, -3.3683, -4.6741], [0.9951, -4.1981, 8.1609], [-7.0094, -7.2047, -0.8749], [-1.5050, 1.4711, -1.3009], [0.3978, 2.1066, 1.2637], [-2.7741, 5.5288, -1.8440], [-6.1615, -6.3063, 0.0096], [-0.8382, 0.2660, -0.5112], [8.0010, -0.6835, 3.4843], [7.1375, 0.4129, 4.0955], [7.9637, 6.1300, 1.6129], [-1.4160, 0.3011, 0.9856], [1.2314, 1.6411, -0.0181], [-4.3152, -3.0484, -4.8199], [2.4824, -2.9719, -0.3375], [-3.5160, 5.5187, -0.4879], [-6.7363, -4.9272, -0.2926], [-5.3750, 2.9513, -2.5340], [1.1073, 2.7837, -0.9889], [-0.6662, -2.9001, 9.2371], [1.2157, 2.1421, 2.6777], [5.8183, 1.5538, -1.2370], [4.8067, 0.1166, -1.2816], [3.3668, -1.0208, -0.3567], [1.9204, -3.6294, 8.2668], [1.9619, 0.1597, -7.2373], [-1.8252, 6.0523, -1.6798], [0.7392, 4.3180, -2.5743], [-2.4786, 1.5447, -4.6832], [-6.4741, -8.0958, -1.1949], [1.4874, -3.4102, -0.1812], [-0.6992, 0.9388, -3.3879], [8.1232, -0.4993, 2.4150], [-6.2400, -3.7449, -5.5911], [-0.1427, -2.0062, 9.5828], [-6.1981, -6.5805, 1.0624], [-0.5854, -2.9534, 3.8238], [-3.3559, 6.0009, -2.6398], [1.1945, 0.9170, -2.6523], [6.1751, 5.1789, 0.8048], [1.2087, -5.2139, 7.8396], [-4.3563, 4.8223, -0.5955], [3.1725, 1.0026, 0.9610], [-1.4324, 2.0698, 2.1174], [4.0358, -2.3560, 1.5909], [-5.9309, -4.1162, -3.9017], [-3.8674, 1.2961, 2.9942], [8.9927, -0.7637, 3.9254], [2.7384, -2.9667, -1.4057], [-0.5056, -5.0332, 9.4584], [-4.0701, -2.6239, -5.7951], [-3.6829, -3.9169, -4.6488], [-0.7806, 0.0509, -6.9717], [2.4237, 0.1390, -1.8227], [-4.7952, 2.6867, -1.6344], [2.2959, -2.2362, -7.6277], [6.7746, 6.3367, 3.4322], [-7.1387, 2.9851, -1.3189], [7.3104, -2.6778, 2.9384], [-5.1185, -6.3475, -0.3118], [3.3917, 1.8949, -1.9197], [7.3047, -2.3693, 4.6839], [-0.8096, 2.6374, -2.9845], [7.3159, 0.5259, 5.1667], [0.2365, -1.0019, -5.9391], [-2.8309, 5.0475, 0.2274], [0.7384, -4.1595, 10.3500], [-5.9820, -4.1464, -0.2290], [-6.6813, 4.5964, -1.9096], [5.2595, 0.9433, 0.3015], [1.7584, 3.1632, 4.2025], [-6.6361, -1.3962, -5.0456], [-2.5917, 1.3405, -1.3148], [-7.5864, -4.6882, 0.3482], [7.2647, 1.3651, 3.5856], [-1.6336, -2.9534, 9.7313], [-5.5688, 2.0435, -3.1068], [-7.2215, -2.1833, -3.5476], [2.8840, 2.7003, 0.7705], [-1.4102, 2.4076, -0.7363], [2.4302, -2.0960, 2.3227], [-3.3812, 1.1382, -3.2415], [3.5515, -0.7474, 2.0587], [9.0307, 6.0516, 1.3968], [3.0498, 1.1922, 2.9762], [-2.3790, -2.8067, 4.0139], [-7.4023, 3.4124, -3.0523], [2.1359, -1.6380, -9.2893], [-7.9399, -7.5077, -0.3906], [1.9465, 0.9276, 4.1549], [-1.2787, -2.0570, 5.1258], [-4.6651, 0.4252, -0.5285], [8.5240, 6.2887, 3.7133], [0.9948, -2.1896, -2.3737], [-3.8291, 6.5179, -0.1787], [0.4792, -1.6160, 0.1412], [1.0596, -0.5664, 1.3871], [7.7054, 4.6157, 0.0698], [7.6234, 7.1035, 1.2650], [3.2098, -3.6241, 0.1470], [0.8832, 0.2787, -8.6259]],
  "mulliken_charge": [0.067, -0.035, 0.174, -0.275, -0.199, 0.729, -0.118, -0.494, -0.593, -0.338, -0.532, -0.849, -0.587, -0.588, -0.664, -0.571, -0.431, -0.180, -0.091, -0.674, -0.352, -0.350, -0.381, -0.816, -0.555, -0.350, -0.126, -0.006, 2.029, 0.241, -0.595, -1.162, -1.459, 0.686, 0.571, -1.867, -0.471, 0.504, -1.564, -0.259, -0.453, 0.842, -1.502, 0.432, 0.556, 0.269, -0.506, -0.586, 0.141, -0.458, 1.487, -0.292, -1.783, 0.521, -0.040, -1.370, 0.315, -1.482, 0.609, -0.101, -0.483, -0.503, 0.038, -0.520, -0.568, -0.441, -2.470, -0.617, 0.283, -0.571, 3.614, 2.575, -0.539, -1.437, -0.563, -0.276, 0.652, -1.774, -0.449, -0.004, 0.601, 0.246, -1.106, 0.275, 0.331, 0.317, 0.705, 0.513, 0.343, 0.232, 0.302, 0.241, 0.423, 0.266, 0.325, 0.568, 0.445, 0.735, 0.071, 0.306, 0.015, -1.245, 0.852, 0.706, -0.160, 0.385, 0.381, 0.451, 0.272, 0.284, 0.390, 0.236, -0.214, -0.167, 0.229, 0.258, 0.364, 0.373, 0.221, 0.372, 0.267, -0.062, 0.355, -0.240, -0.019, 0.329, 0.083, 0.366, 0.286, 0.366, 0.362, 1.332, 0.300, -0.286, 0.310, 0.268, 0.323, 1.201, -0.155, 0.307, -0.218, 0.025, 0.290, 0.048, 0.283, 0.386, 0.355, 0.277, 0.298, 0.205, 0.315, 0.320, 0.541, 0.480, 0.002, 0.130, 0.356, 0.337, 0.408, 0.312],
  "e_tot_ev": -166127.504,
  "mol_weight_g_mol": 1555.56,
  "charge": 1,
  "gap_ev": 8.17,
  "largest_force_ev_per_a": 3.23
}